[1]
ORCA calculation (ωB97M-V with the def2-TZVPD basis set) on a 40-piece molecular cluster, H80O40 overall at a distorted geometry.

Computed properties:
Energy relative to the best compared isomer or geometry (same formula, charge and spin)   386.5 kcal per mole
Maximum force   11.10 eV/A
Molecular weight   720.600 u
HOMO-LUMO gap   0.3070 hartree

```
120
Properties=species:S:1:pos:R:3:mulliken_charge:R:1
H 4.6374 4.6035 2.0302 0.264
H 4.9847 3.1364 2.2590 0.413
O 4.7954 3.9859 2.7654 -0.612
H -2.8021 -2.1497 2.7822 0.239
H -1.7094 -1.1473 3.1354 0.285
O -2.3420 -1.7318 3.5861 -0.449
H 3.7027 5.2069 -0.2137 0.206
H 3.4125 3.6644 -0.2008 0.276
O 3.0357 4.5241 -0.3660 -0.548
H -2.2911 -4.9582 3.8662 0.311
H -3.1092 -4.7225 2.8292 0.290
O -3.2303 -4.9385 3.8231 -0.617
H -1.5065 -4.0300 -3.2673 0.242
H -2.3225 -3.3699 -4.2794 0.254
O -1.6226 -3.9393 -4.2057 -0.586
H -0.8470 3.0391 -0.8667 0.035
O 0.0243 2.7885 -0.6097 -0.164
H -2.1022 4.2966 4.7564 0.302
O -1.6380 3.6464 5.1946 -0.642
H 3.8730 -1.3438 -1.9652 0.340
H 2.9976 -2.3356 -2.2495 0.210
O 3.5875 -2.2499 -1.4999 -0.600
H -0.2165 2.7690 3.0562 0.198
H 0.2064 3.5832 4.2230 0.462
O -0.0037 3.7320 3.1742 -0.633
H -6.4315 -1.4552 0.2153 0.265
H -6.8649 -0.6548 -1.1678 0.244
O -6.1632 -0.8010 -0.4817 -0.529
H -2.0947 -2.0730 5.3326 0.310
H -1.5724 -0.9802 6.3433 0.306
O -1.2705 -1.7502 5.6786 -0.621
H -2.5638 1.1661 -3.4247 0.186
O -2.9991 1.7187 -2.8946 -0.623
H 1.7867 2.3128 -4.0473 0.218
H 2.0117 1.2830 -4.9277 0.351
O 2.4060 2.1766 -4.7081 -0.702
H 1.6966 0.5861 -2.1938 -0.034
H 0.7205 -0.0145 -3.1840 -0.124
O 1.3585 0.5204 -3.1320 0.297
H 5.2915 1.2577 -0.6295 0.211
H 6.4903 0.2068 -0.7577 0.299
O 5.8865 0.6455 -0.1441 -0.568
H -4.4453 1.8733 2.7420 0.263
H -3.6591 1.5959 1.3768 0.280
O -3.7594 2.2608 2.1622 -0.552
H -2.0748 1.1414 1.9429 0.053
H -0.7472 1.2327 1.4690 0.091
O -1.2195 1.3723 2.1606 -0.271
H -4.2594 2.0805 -1.5615 0.383
H -4.1479 0.8145 -1.0963 0.203
O -4.7049 1.5124 -0.8331 -0.611
H 3.2714 0.9991 4.4926 0.300
O 2.9829 1.7673 4.2735 -0.533
H 0.7083 -3.0743 3.9155 0.256
H -0.4499 -2.9620 2.6801 0.224
O 0.4923 -3.0307 2.8877 -0.490
H 3.6318 -0.4459 2.3581 0.284
O 2.8696 -0.9973 2.2129 -0.217
H 0.2371 6.0922 -1.4365 0.345
H 1.6001 5.4849 -0.9752 0.253
O 0.8096 5.7308 -0.6796 -0.547
H 3.5372 -1.8219 4.6964 0.330
H 2.8743 -3.1445 4.4246 0.272
O 3.5282 -2.7212 4.9953 -0.629
H 2.5701 -3.5693 -0.2297 0.254
H 1.3458 -3.0413 0.7797 0.214
O 1.5790 -3.7130 0.0489 -0.581
H 2.6862 -3.0839 -4.7671 0.328
H 1.9271 -1.9618 -4.9218 0.258
O 2.7492 -2.1111 -4.6706 -0.573
H 4.1846 1.2240 -2.0485 0.172
H 3.4881 0.3976 -3.2965 0.264
O 3.9575 0.4257 -2.4168 -0.567
H 3.6935 1.6838 2.1546 0.116
H 3.8104 1.5932 0.6624 0.208
O 3.7551 2.2408 1.3643 -0.402
H -2.6900 -1.2172 0.5086 0.141
H -4.1503 -0.8078 0.3678 0.113
O -3.4100 -0.6289 0.9094 -0.225
H -3.5520 4.4224 -1.2424 0.300
H -5.1398 4.5454 -1.2298 0.338
O -4.5102 4.2126 -1.8392 -0.611
H -0.9848 -5.2724 0.2631 0.232
H -1.4186 -5.8943 1.6520 0.287
O -1.5623 -5.1377 1.0048 -0.540
H 4.9524 -3.4025 2.8933 0.273
H 4.0854 -3.8785 1.7337 0.281
O 4.3867 -3.0651 2.2246 -0.569
H -4.2948 -2.6632 -3.8042 0.287
O -4.2234 -1.7503 -3.3206 -0.636
H 1.1757 4.4163 -2.7968 0.358
H 1.2644 4.6526 -4.2694 0.320
O 0.7366 4.9426 -3.4800 -0.638
H 2.6335 1.7574 3.4725 0.281
H 0.7200 3.5546 -0.4709 0.173
H 3.1020 -1.8167 2.3820 0.006
H -1.6122 2.8514 4.5349 0.316
H -2.3091 2.1740 -2.4706 0.288
H -5.3190 -1.6221 -3.1207 0.308
O 2.2915 -4.8822 -3.9369 -0.671
H 3.1623 -4.8356 -3.6267 0.322
H 1.5498 -4.6311 -3.4361 0.287
O -0.0135 -1.6347 -2.4647 0.409
H -0.8813 -1.6590 -1.9896 0.319
H 0.5633 -2.2507 -1.9212 -0.068
O 1.3550 -0.1602 -0.1232 0.370
H 1.7940 -0.9000 0.0106 -0.042
H 0.6270 -0.2694 0.4248 -0.081
O -3.7532 5.0162 0.9570 -0.695
H -4.0040 4.7538 1.9557 0.319
H -3.5913 4.0255 0.6615 0.359
O -3.5346 -3.5158 -0.4950 -0.521
H -3.4971 -3.6389 0.5203 0.220
H -3.4566 -4.3189 -0.8232 0.198
O 0.0729 -1.8932 -5.2824 -0.699
H -0.3036 -2.7597 -5.5703 0.316
H -0.5840 -1.5030 -4.6070 0.169
O -2.3612 -1.5231 -1.4759 -0.413
H -2.8075 -0.8316 -2.1588 0.202
H -2.9012 -2.3199 -1.5655 0.278
```

---

[2]
ORCA calculation (ωB97M-V with the def2-TZVPD basis set) on a 40-piece molecular cluster, H80O40 overall at a distorted geometry.

Computed properties:
Energy relative to the best compared isomer or geometry (same formula, charge and spin)   168.7 kcal per mole
Maximum force   3.51 eV/A
2S+1   2
Molecular weight   720.600 u
HOMO-LUMO gap (alpha / beta)   0.3540 / 0.1229 hartree
Net charge   +1
Expectation value of S²   0.76

```
120
Properties=species:S:1:pos:R:3:mulliken_spin:R:1
H 0.9353 -4.2769 1.2109 0.000
H 2.5530 -4.4130 1.0053 0.000
O 1.8374 -3.8805 1.3043 0.004
H -0.9708 -0.6351 -6.6109 0.000
H -1.5819 0.6896 -6.7602 0.000
O -1.1105 0.1573 -6.1037 0.000
H -4.4376 1.8090 -3.5530 0.000
H -4.0892 1.0656 -2.4071 0.000
O -4.7426 1.7417 -2.6135 0.000
H -3.0159 -0.2572 2.5326 0.000
H -3.3252 -1.4349 1.8034 0.000
O -2.5465 -1.0508 2.2110 0.000
H -3.1414 -3.7420 -2.3348 0.000
H -4.1108 -3.0848 -3.5308 0.000
O -3.8664 -3.8018 -2.9844 0.000
H 3.8879 -2.4407 -3.4582 0.000
O 4.5353 -2.9765 -3.9221 0.000
H -1.7454 4.3060 -0.7401 0.000
O -1.7715 5.2715 -0.6702 0.000
H -1.1062 -5.3645 -1.1406 0.000
H -2.0521 -6.2096 -1.6926 0.000
O -1.5100 -5.4521 -1.9825 0.000
H 0.0107 -3.2607 3.9136 0.000
H 0.1844 -4.2614 4.8279 0.000
O 0.6254 -3.3954 4.6708 0.000
H -1.2995 3.5786 -5.2162 0.000
H -2.5530 4.1537 -4.3833 0.000
O -2.0694 3.3563 -4.6615 0.000
H 4.7237 -2.8228 -2.0725 0.000
H 4.4534 -2.5835 -0.5625 0.000
O 4.2492 -3.1511 -1.3477 0.000
H 0.7932 3.0950 -5.7301 0.000
O 0.3604 2.2924 -5.9924 0.000
H 3.7545 3.9558 2.4257 -0.017
H 4.1979 2.3713 2.5296 -0.018
O 3.9828 3.1429 1.9129 0.482
H -1.0327 -0.9210 -3.2146 0.000
H -1.3196 -0.3591 -4.6159 0.000
O -1.6799 -0.9805 -3.9049 0.000
H -6.4525 2.1976 1.4326 0.000
H -5.1178 2.3480 0.7217 0.000
O -5.5375 2.4516 1.6264 0.000
H 2.2432 -1.8912 -2.2730 0.000
H 2.8383 -0.4668 -2.1800 0.000
O 2.4403 -1.1026 -2.7620 0.000
H 4.0512 0.0643 3.5346 -0.003
H 4.6586 1.2170 4.4687 0.001
O 4.3316 1.0123 3.5892 -0.004
H 2.3547 -4.3484 3.5347 -0.003
H 3.7410 -5.0091 3.2160 -0.002
O 3.3173 -4.3216 3.7294 0.045
H 3.0778 2.7332 -1.6531 0.001
O 3.0164 3.6050 -1.2699 0.000
H -2.0896 -1.9011 3.5940 0.000
H -2.3240 -2.8820 4.7440 0.000
O -1.8765 -2.8113 3.8928 0.000
H 1.2375 4.5912 3.0200 0.000
O 1.9863 4.6961 3.6063 0.021
H 2.6048 -4.5296 -2.7007 0.000
H 1.8948 -4.5176 -1.2783 0.000
O 1.9915 -4.0380 -2.1223 0.000
H 1.8573 0.5349 1.2962 -0.024
H 1.8578 1.0716 2.7514 -0.011
O 2.3418 0.4365 2.1803 0.341
H 2.6636 -2.4229 3.8502 -0.005
H 1.9814 -1.7556 2.7993 -0.007
O 2.8786 -1.7623 3.1677 0.202
H -0.2285 2.7847 -1.3952 0.000
H -1.3330 1.6330 -1.2437 0.000
O -0.7985 2.2597 -0.7776 0.000
H -3.2749 1.5382 1.1308 0.000
H -3.6221 0.6486 -0.1315 0.000
O -3.7323 0.7394 0.8469 0.000
H -0.3173 2.7291 2.2866 -0.002
H 0.0059 1.9557 0.9365 -0.002
O 0.3149 2.2236 1.7911 0.005
H 0.3065 -6.8002 0.6872 0.000
H 0.0317 -5.3696 0.4955 0.000
O 0.7747 -5.9844 0.6248 0.000
H 1.4046 5.3905 -1.7580 0.000
H 1.8184 6.3717 -0.7001 0.000
O 1.0574 6.2059 -1.2868 0.000
H 4.8677 1.9028 -1.1374 0.000
H 5.4886 0.9217 -0.3943 0.000
O 4.8599 1.6534 -0.2032 0.000
H 5.9019 -1.5333 1.6994 0.001
H 4.3739 -1.3687 1.9417 0.000
O 5.0136 -1.7710 1.3538 0.004
H -2.1696 1.5851 5.4031 0.000
O -2.1692 0.6822 5.7900 0.000
H -1.6200 4.8808 3.5003 0.000
H -0.8130 5.1297 2.2618 0.000
O -0.7186 4.8433 3.1740 0.000
H 3.2911 3.3327 -0.3742 -0.004
H 4.1313 -3.8854 -3.9006 0.000
H 2.1710 3.7960 3.8306 -0.003
H -1.0870 5.8445 -0.9395 0.000
H 0.7552 1.4419 -5.8091 0.000
H -2.0468 0.0919 5.0680 0.000
O -0.3103 -3.8947 -0.2604 0.001
H 0.3489 -3.7396 -0.9593 0.000
H -0.4831 -3.0483 0.1021 0.000
O -1.4585 -0.4526 -0.9697 0.000
H -0.9133 -1.1437 -0.6309 0.000
H -1.7689 0.1834 -0.3442 0.000
O -4.4282 -4.4074 1.0710 0.000
H -4.7256 -3.7388 0.4528 0.000
H -3.4789 -4.2265 1.1004 0.000
O 1.6787 1.3833 -2.3300 -0.001
H 0.9973 0.8060 -1.9801 0.000
H 1.7867 1.0346 -3.2309 0.000
O -3.8305 0.2523 -4.9299 0.000
H -3.2754 -0.3635 -4.3868 0.000
H -4.7780 0.1251 -4.8741 0.000
O -3.0227 4.7900 2.0111 0.000
H -2.5215 4.4526 1.2916 0.000
H -3.0896 5.7403 1.9597 0.000
O -3.4730 2.6425 3.8907 0.000
H -4.4806 2.6890 3.8662 0.000
H -3.3855 3.6123 3.7221 0.000
```

---

[3]
ORCA calculation (ωB97M-V with the def2-TZVPD basis set) on H80O44PdS as an isolated structure at a distorted geometry.

Computed properties:
Maximum force   2.94 eV/A
2S+1   3
Molecular weight   923.083 u
HOMO-LUMO gap (alpha / beta)   0.3578 / 0.3365 hartree
Expectation value of S²   2.00

```
126
Properties=species:S:1:pos:R:3:mulliken_spin:R:1
Pd 0.0999 3.7129 -0.3132 1.576
S -0.1150 0.4017 -0.7654 -0.019
O -1.1995 0.8658 -1.6297 -0.007
O -0.7094 -0.3576 0.3426 0.006
O 0.7897 -0.4982 -1.5462 0.006
O 0.6823 1.5523 -0.1650 0.116
O -2.1792 4.0360 -3.5791 -0.001
H -2.8652 4.0379 -2.8320 0.000
H -2.4431 3.2288 -4.0673 0.000
O -0.1164 0.3055 5.4536 0.000
H 0.6394 0.7809 5.8731 0.000
H 0.2679 0.2809 4.5085 0.000
O -1.3444 -2.3578 2.1950 0.000
H -1.3977 -1.8923 1.3530 0.000
H -0.4459 -2.3411 2.5179 0.000
O -3.2688 -1.4337 -1.3967 0.000
H -2.8812 -0.5959 -1.7152 0.000
H -2.6575 -2.1366 -1.4766 0.000
O -3.8836 1.7672 5.0805 0.000
H -4.6798 1.4433 4.5740 0.000
H -4.1661 2.0709 5.9618 0.000
O 2.3364 1.3487 5.3014 0.000
H 2.7061 2.2476 5.5071 0.000
H 3.0808 0.7878 4.9004 0.000
O -1.5939 2.1253 3.0882 0.000
H -2.2220 1.6004 2.5724 0.000
H -1.8868 2.2854 3.9819 0.000
O -1.4858 -3.4086 -1.4087 0.000
H -2.0926 -3.8596 -0.7717 0.000
H -1.2116 -4.1042 -2.0736 0.000
O 0.0008 3.7899 1.8680 0.094
H 0.9049 3.5601 2.2207 -0.006
H -0.6359 3.2123 2.3352 -0.010
O -2.6715 1.4799 -4.7824 0.000
H -2.7267 1.7004 -5.6865 0.000
H -2.5334 0.5584 -4.6575 0.000
O 3.0394 -1.7327 -3.6400 0.000
H 2.2399 -1.2353 -3.2606 0.000
H 3.1120 -1.3261 -4.5139 0.000
O -5.2021 -2.7364 0.4162 0.000
H -4.5053 -2.3989 -0.1625 0.000
H -5.5707 -3.3674 -0.2341 0.000
O 2.6902 -0.0829 -6.0262 0.000
H 3.0943 0.4663 -6.7237 0.000
H 1.8827 0.2366 -5.5272 0.000
O -3.2249 6.1855 0.9642 0.000
H -3.4921 5.4120 1.4978 0.000
H -3.7544 6.9576 1.0524 0.000
O 0.1323 -3.2834 -4.3090 0.000
H 0.4293 -3.2808 -3.4274 0.000
H 0.8117 -2.8630 -4.8361 0.000
O 3.5498 1.8968 -0.6947 -0.003
H 4.0258 1.0737 -0.9454 0.000
H 2.8124 1.6268 -0.1091 -0.003
O 0.1600 -2.8996 5.0455 0.000
H 0.1667 -1.8917 5.1342 0.000
H -0.2858 -3.1943 5.8589 0.000
O -3.2962 1.0619 1.1485 -0.002
H -2.7942 0.3171 0.7751 0.000
H -4.0882 0.6681 1.5353 0.000
O 2.2414 4.3072 -0.3402 0.079
H 2.4731 3.7529 -1.1127 -0.006
H 2.8729 3.9309 0.2651 -0.007
O -1.2658 6.7703 -3.2228 0.000
H -2.0934 7.1371 -2.8346 0.000
H -1.4947 5.8114 -3.4470 0.000
O -2.1005 3.1104 -0.4693 0.092
H -2.0198 2.2723 -0.9893 -0.012
H -2.3226 2.6866 0.3829 -0.006
O 0.3948 3.6714 -2.6124 0.077
H -0.3920 3.2587 -2.9841 -0.006
H 1.1906 3.1245 -2.9701 -0.005
O -2.2159 -1.1526 -4.2041 0.000
H -1.5283 -1.8225 -4.1717 0.000
H -2.9806 -1.5503 -3.6850 0.000
O 3.5678 -4.2399 -2.0224 0.000
H 2.8330 -3.8469 -1.5322 0.000
H 3.8314 -3.5293 -2.6730 0.000
O -0.6959 -5.6129 -3.0115 0.000
H 0.2083 -5.9714 -2.9942 0.000
H -0.7346 -5.1657 -3.8611 0.000
O -0.5005 5.9608 -0.6709 0.062
H -0.5947 6.2494 -1.6159 -0.002
H -1.4905 5.9299 -0.4124 -0.005
O 4.7399 -1.0602 1.3155 0.000
H 5.4332 -1.6826 1.6674 0.000
H 3.9119 -1.5326 1.4634 0.000
O 2.3267 2.4248 2.4483 0.000
H 2.4349 2.3548 3.3870 0.000
H 1.7003 1.6833 2.3133 -0.004
O 2.5252 2.0941 -2.9923 0.000
H 2.9796 1.9408 -2.0735 -0.001
H 3.0615 2.4487 -3.7372 0.000
O -2.6425 -4.2923 0.8600 0.000
H -2.3153 -3.6414 1.4960 0.000
H -3.5764 -4.1644 1.0625 0.000
O 2.7659 -3.5752 4.4705 0.000
H 1.7918 -3.2847 4.5213 0.000
H 2.8453 -3.9680 5.3195 0.000
O 0.4401 0.4448 -4.3597 0.000
H -0.4045 0.0880 -4.0391 0.000
H 0.6943 0.9536 -3.5293 -0.001
O 2.2033 -6.4055 -2.7365 0.000
H 2.8284 -5.6935 -2.5421 0.000
H 2.0597 -6.9417 -1.9275 0.000
O 4.6236 -0.5868 -1.6291 0.000
H 4.8577 -1.2204 -0.9275 0.000
H 4.1156 -1.0418 -2.3079 0.000
O -2.6264 -0.9594 4.3230 0.000
H -1.9262 -1.3779 3.7507 0.000
H -2.1382 -0.2673 4.8393 0.000
O 1.3381 -3.0583 -0.5215 0.001
H 0.9899 -2.1849 -0.8325 -0.001
H 0.5036 -3.5680 -0.5366 0.000
O 4.4807 0.0808 4.1870 0.000
H 4.5498 0.5355 3.3359 0.000
H 4.2419 -0.8557 4.0701 0.000
O -4.9731 -0.3183 3.0761 0.000
H -5.4200 -1.1488 2.7725 0.000
H -4.0980 -0.5293 3.4908 0.000
O 1.9999 -2.3633 1.8829 0.000
H 1.8697 -2.7328 0.9730 0.000
H 2.4581 -3.0051 2.4153 0.000
O 0.7490 0.0310 2.5582 0.000
H 0.0354 0.1242 1.8657 -0.001
H 1.3540 -0.6314 2.2294 0.000
```

---

[4]
ORCA calculation (ωB97M-V with the def2-TZVPD basis set) on a 2-piece molecular cluster, H8INSi3 overall at a distorted geometry.

Computed properties:
Energy relative to the best compared isomer or geometry (same formula, charge and spin)   55.8 kcal per mole
Maximum force   4.05 eV/A
Molecular weight   233.233 u
HOMO-LUMO gap   0.3190 hartree
SMILES string   [SiH2]=N[SiH3].[SiH3]I

```
13
Properties=species:S:1:pos:R:3:mulliken_charge:R:1
Si -0.9328 -0.9444 -1.8764 0.231
N -0.2772 -1.4576 -0.4780 -0.001
Si -0.3311 -1.4611 1.2480 0.235
H -0.4269 -1.3037 -3.1387 -0.076
H -2.2597 -0.3557 -1.7726 -0.043
H -1.4534 -2.5762 1.5969 -0.106
H -0.4776 -0.1074 1.8019 -0.149
H 0.7702 -2.2246 1.8865 -0.108
Si 1.1216 2.0398 0.3597 0.300
I 1.6997 1.7581 -1.9829 -0.037
H -0.3971 2.1113 0.3977 -0.056
H 1.3166 3.4798 0.6866 -0.120
H 1.6476 1.0415 1.2713 -0.071
```